{
  "formula": "C39H47AsCuN3P2S",
  "method": "ωB97M-V/def2-TZVPD",
  "multiplicity": 2,
  "s_squared": 0.757,
  "e_tot_ha": -6635.55236,
  "total_charge": 1,
  "homo_ha": [-0.3455, -0.3458],
  "orbital_gap_ha": [0.263, 0.239],
  "largest_force_ha_per_bohr": 0.0097,
  "elements": ["Cu", "C", "P", "C", "C", "C", "C", "C", "C", "C", "C", "C", "C", "C", "C", "C", "C", "C", "C", "C", "P", "C", "C", "C", "C", "C", "C", "C", "C", "C", "C", "C", "C", "N", "H", "H", "H", "H", "H", "H", "H", "H", "H", "H", "H", "H", "H", "H", "H", "H", "H", "H", "H", "H", "H", "H", "H", "H", "H", "H", "C", "C", "As", "C", "C", "C", "C", "H", "H", "H", "H", "H", "H", "H", "H", "H", "H", "H", "H", "H", "H", "H", "S", "C", "N", "C", "C", "N", "H", "H", "H", "H", "H", "H"],
  "positions_angstrom": [[-0.45634, -0.37912, 0.18689], [-0.88276, -2.00823, 2.92668], [0.56547, -1.15939, 2.16457], [1.97769, -2.27198, 2.37465], [2.76877, -2.58615, 1.27473], [3.84795, -3.44823, 1.41113], [4.13751, -4.00202, 2.64817], [3.35391, -3.69204, 3.75398], [2.28062, -2.82840, 3.61874], [0.93341, 0.23739, 3.27410], [2.24711, 0.68116, 3.41998], [2.53065, 1.79578, 4.19388], [1.50527, 2.47829, 4.83390], [0.19493, 2.04586, 4.69053], [-0.09735, 0.93827, 3.90746], [-2.07664, -1.17458, 2.55893], [-3.23811, -0.86528, 3.23871], [-3.84531, 0.21053, 2.53932], [-3.01333, 0.50860, 1.47882], [-3.03467, 1.59002, 0.43754], [-1.27100, 1.88364, 0.02055], [-0.78479, 3.56407, 0.45766], [0.11164, 3.73970, 1.50897], [0.50719, 5.01854, 1.87592], [0.01573, 6.11885, 1.19191], [-0.87378, 5.94903, 0.13666], [-1.27442, 4.67535, -0.23129], [-0.99715, 1.78914, -1.76141], [-1.86793, 1.47355, -2.72740], [-1.39778, 1.05247, -4.03749], [-0.12809, 1.23144, -4.40273], [0.78629, 2.00861, -3.49528], [0.49541, 1.75018, -1.99751], [-1.95185, -0.34453, 1.48382], [-0.76618, -2.07553, 4.01006], [-0.90429, -3.02839, 2.53312], [2.53600, -2.15117, 0.30808], [4.46065, -3.69042, 0.55225], [4.97630, -4.67781, 2.75514], [3.58268, -4.12328, 4.71974], [1.68089, -2.57907, 4.48654], [3.05681, 0.14796, 2.93568], [3.55563, 2.12569, 4.30627], [1.72905, 3.34114, 5.44876], [-0.60920, 2.57374, 5.18736], [-1.12814, 0.62242, 3.80039], [-3.58839, -1.32194, 4.15157], [-4.76423, 0.71443, 2.79590], [-3.49777, 2.50363, 0.81179], [-3.57595, 1.29679, -0.47093], [0.49717, 2.87785, 2.04227], [1.19920, 5.15189, 2.69781], [0.32362, 7.11575, 1.48061], [-1.25752, 6.81077, -0.39391], [-1.96945, 4.54173, -1.05360], [-2.93299, 1.43757, -2.52999], [-2.09446, 0.57558, -4.71548], [0.23377, 0.90841, -5.37090], [0.62789, 3.08126, -3.67990], [0.95737, 2.56233, -1.42955], [-0.17343, -2.75462, -3.44423], [-1.61476, -2.59832, -2.98099], [-1.83268, -2.05163, -1.10932], [-3.75521, -1.65328, -1.08478], [-4.68500, -2.77450, -1.52758], [-1.81499, -3.76500, -0.16840], [-0.42547, -4.36377, -0.00774], [-0.13441, -2.97524, -4.51230], [0.32998, -3.56844, -2.92392], [0.39187, -1.83886, -3.25850], [-2.17270, -3.52819, -3.11402], [-2.12764, -1.83661, -3.57375], [-3.88807, -0.77747, -1.72635], [-3.98569, -1.33591, -0.06508], [-4.45799, -3.12643, -2.53488], [-5.71986, -2.42881, -1.53154], [-4.63812, -3.62752, -0.85039], [-2.46741, -4.45047, -0.71148], [-2.28720, -3.56544, 0.79575], [-0.00462, -4.65501, -0.97015], [-0.46226, -5.26127, 0.61329], [0.27924, -3.67282, 0.45879], [1.20423, 0.17573, -1.35585], [2.22752, 1.73724, -3.76488], [3.18555, 2.64015, -3.69860], [4.48995, 2.04628, -4.02383], [4.17420, 0.55055, -3.89339], [2.71129, 0.54202, -4.03946], [3.00034, 3.62877, -3.65861], [5.25552, 2.38114, -3.32996], [4.77243, 2.31723, -5.04178], [4.42710, 0.17044, -2.90152], [4.65503, -0.05180, -4.65758], [2.14652, -0.24998, -3.74116]],
  "atomic_forces_ev_per_a": [[0.1, 0.4, 0.2], [0.0, 0.0, 0.1], [0.1, -0.1, 0.0], [0.0, -0.1, 0.1], [0.0, 0.0, -0.1], [0.0, 0.0, 0.0], [0.0, 0.0, 0.0], [0.0, 0.0, 0.0], [0.0, 0.0, 0.0], [-0.2, 0.0, 0.0], [0.0, 0.0, -0.1], [0.0, 0.0, 0.0], [0.0, 0.0, 0.0], [0.0, 0.0, 0.0], [0.0, 0.0, 0.0], [0.1, 0.0, 0.0], [-0.1, 0.0, 0.0], [0.0, 0.0, 0.0], [0.0, 0.1, 0.0], [-0.2, 0.2, -0.1], [-0.1, -0.3, -0.4], [0.1, 0.1, 0.1], [0.0, 0.0, 0.0], [0.0, 0.0, 0.0], [0.0, 0.0, 0.0], [0.0, 0.0, 0.0], [0.0, 0.0, 0.0], [0.0, 0.2, 0.1], [-0.1, 0.0, 0.2], [0.2, 0.0, -0.2], [-0.1, -0.1, 0.0], [0.3, 0.1, -0.2], [0.0, 0.0, 0.0], [0.0, -0.2, 0.2], [0.0, 0.0, 0.0], [0.0, 0.0, 0.0], [0.0, 0.0, 0.0], [0.0, 0.0, 0.0], [0.0, 0.0, 0.0], [0.0, 0.0, 0.0], [0.0, 0.0, 0.0], [0.0, 0.0, 0.0], [0.0, 0.0, 0.0], [0.0, 0.0, 0.0], [0.0, 0.0, 0.0], [0.0, 0.0, 0.0], [0.0, 0.0, 0.0], [0.0, 0.0, 0.0], [0.0, 0.0, 0.0], [0.0, 0.0, 0.1], [0.0, 0.0, 0.0], [0.0, 0.0, 0.0], [0.0, 0.0, 0.0], [0.0, 0.0, 0.0], [0.0, 0.0, 0.0], [0.0, 0.0, 0.0], [0.0, 0.0, 0.0], [0.0, 0.0, 0.0], [-0.1, 0.0, 0.1], [0.0, 0.0, -0.1], [0.1, 0.1, 0.0], [-0.1, 0.0, 0.0], [0.0, 0.0, 0.0], [0.0, 0.1, 0.0], [0.0, -0.1, 0.0], [-0.1, 0.0, -0.1], [0.1, -0.1, 0.1], [0.0, 0.0, 0.0], [0.0, 0.0, 0.0], [0.0, 0.0, 0.0], [0.0, 0.0, 0.0], [0.0, 0.0, 0.0], [0.0, 0.0, 0.0], [0.0, 0.0, 0.0], [0.0, 0.0, 0.0], [0.0, 0.0, 0.0], [0.0, 0.0, 0.0], [0.0, 0.0, 0.0], [0.0, 0.0, 0.0], [0.0, 0.0, 0.0], [0.0, 0.0, 0.0], [0.0, 0.0, 0.0], [0.0, 0.0, -0.1], [-0.1, 0.0, 0.1], [0.0, 0.0, 0.0], [0.0, 0.1, 0.0], [-0.1, -0.1, 0.1], [-0.1, -0.1, 0.0], [0.0, 0.0, 0.0], [0.0, 0.0, 0.0], [0.0, 0.0, 0.0], [0.0, 0.0, 0.0], [0.0, 0.0, 0.0], [0.1, 0.0, 0.0]],
  "lowdin_spin": [0.5014, 0.0023, 0.0366, 0.0088, 0.0003, -0.0001, -0.0002, 0.0006, 0.0021, 0.0013, 0.0027, -0.0004, 0.0030, -0.0004, 0.0030, 0.0053, 0.0020, 0.0014, 0.0077, 0.0048, 0.0829, 0.0214, 0.0019, -0.0002, -0.0001, 0.0013, 0.0053, 0.0032, -0.0002, 0.0000, -0.0001, 0.0031, 0.0061, 0.1162, 0.0008, -0.0001, -0.0002, 0.0000, 0.0000, 0.0001, 0.0002, 0.0001, -0.0001, 0.0002, -0.0001, 0.0000, 0.0008, 0.0008, 0.0004, 0.0006, 0.0004, 0.0000, 0.0000, 0.0002, 0.0005, 0.0001, 0.0000, 0.0001, 0.0007, 0.0002, 0.0002, 0.0092, 0.0324, 0.0029, 0.0014, 0.0064, 0.0002, 0.0001, 0.0000, -0.0001, 0.0012, 0.0001, 0.0000, -0.0001, 0.0001, 0.0003, 0.0001, 0.0011, -0.0001, 0.0000, 0.0000, -0.0001, 0.1013, 0.0037, -0.0003, 0.0001, 0.0012, 0.0068, 0.0000, 0.0000, 0.0000, 0.0009, 0.0000, 0.0022]
}


{
  "formula": "C31H28N14OPt",
  "method": "ωB97M-V/def2-TZVPD",
  "e_tot_ha": -2158.89759,
  "total_charge": 2,
  "homo_ha": -0.4632,
  "orbital_gap_ha": 0.250,
  "largest_force_ha_per_bohr": 0.0038,
  "e_above_lowest_ev": 0.000,
  "elements": ["Pt", "C", "N", "C", "N", "C", "N", "C", "C", "C", "C", "C", "C", "C", "N", "N", "C", "O", "C", "C", "C", "C", "C", "C", "N", "C", "N", "C", "N", "C", "H", "H", "H", "H", "H", "H", "H", "H", "H", "H", "H", "H", "H", "H", "H", "H", "N", "C", "C", "C", "C", "C", "C", "C", "C", "N", "C", "H", "H", "H", "H", "H", "H", "H", "H", "N", "C", "N", "N", "C", "N", "H", "H", "H", "H"],
  "positions_angstrom": [[0.12905, 0.67237, -2.06397], [-2.19739, 3.66164, 1.95928], [-1.29047, 2.80815, 1.18726], [-1.46525, 2.27061, -0.01118], [-0.40055, 1.52291, -0.29617], [0.40082, 1.63254, 0.80398], [-0.11560, 2.40870, 1.71782], [-3.27822, 2.87961, 2.66771], [-4.42702, 3.53851, 3.09264], [-5.38729, 2.86064, 3.82902], [-5.21899, 1.51921, 4.13637], [-4.08086, 0.85776, 3.69286], [-3.10966, 1.53872, 2.96582], [-3.87111, -0.55552, 3.99518], [-4.33089, -1.26684, 4.96115], [-3.79264, -2.53766, 4.80347], [-3.05183, -2.49035, 3.75500], [-3.04702, -1.26123, 3.17721], [-2.25792, -3.54213, 3.12521], [-1.79372, -4.61718, 3.87299], [-1.02695, -5.59339, 3.25622], [-0.73224, -5.50286, 1.90406], [-1.21944, -4.43983, 1.15094], [-0.99308, -4.43592, -0.34140], [-1.10885, -3.10527, -0.94517], [-0.27826, -2.07407, -0.88128], [-0.80219, -1.07133, -1.58556], [-1.98790, -1.56240, -2.05173], [-2.19811, -2.79367, -1.67803], [-1.97850, -3.45824, 1.76467], [-2.61966, 4.40501, 1.28395], [-1.55659, 4.17733, 2.67352], [-2.32773, 2.42775, -0.63709], [1.35384, 1.13570, 0.88609], [-4.57011, 4.58712, 2.85955], [-6.27488, 3.38103, 4.16135], [-5.96094, 0.97943, 4.70885], [-2.21435, 1.00951, 2.66556], [-2.02914, -4.67384, 4.92702], [-0.65354, -6.42823, 3.83308], [-0.13516, -6.27379, 1.43120], [-1.75211, -5.02998, -0.84879], [-0.01681, -4.84584, -0.59777], [0.67085, -2.04791, -0.36820], [-2.67765, -0.99819, -2.65623], [-2.38467, -2.63156, 1.19492], [0.76722, -0.09201, -3.87231], [1.73280, 0.82585, -4.47825], [2.43346, 0.53109, -5.60915], [3.32261, 1.48421, -6.15090], [3.48137, 2.70158, -5.55300], [2.76946, 3.02032, -4.37226], [2.89934, 4.25035, -3.68799], [2.19040, 4.45988, -2.54025], [1.34753, 3.44724, -2.05835], [1.19561, 2.29216, -2.67262], [1.89418, 2.06332, -3.83228], [1.18096, -1.01510, -3.75462], [-0.02643, -0.20154, -4.50272], [2.30429, -0.42553, -6.10122], [3.87113, 1.24260, -7.05024], [4.15624, 3.43658, -5.97174], [3.56236, 5.01139, -4.07944], [2.26548, 5.38464, -1.98751], [0.78896, 3.59128, -1.14457], [6.89754, -0.40370, 1.03939], [5.80842, -0.77330, 0.36078], [5.80211, -1.98092, -0.23399], [4.79039, 0.06775, 0.33999], [3.68126, -0.26334, -0.26328], [2.64664, -0.45071, -0.76505], [7.72732, -0.96656, 1.08383], [6.88113, 0.47983, 1.51822], [6.63297, -2.54506, -0.27428], [5.05598, -2.20931, -0.86751]],
  "atomic_forces_ev_per_a": [[0.1, 0.0, 0.1], [0.0, 0.0, 0.0], [0.0, 0.0, 0.0], [0.0, 0.0, 0.0], [-0.1, 0.0, -0.1], [0.0, 0.0, 0.0], [0.0, 0.0, 0.0], [0.0, 0.0, 0.0], [0.0, 0.0, 0.0], [0.0, 0.0, 0.0], [0.0, 0.0, 0.0], [0.0, 0.0, 0.0], [0.0, 0.0, 0.0], [0.0, 0.0, 0.0], [0.0, 0.0, 0.0], [0.0, 0.0, 0.0], [0.0, 0.0, 0.0], [0.0, 0.0, 0.0], [0.0, 0.0, 0.0], [0.0, 0.0, 0.0], [0.0, 0.0, 0.0], [0.0, 0.0, 0.0], [0.0, 0.0, 0.0], [0.0, 0.0, 0.0], [0.0, 0.0, 0.0], [0.0, 0.0, 0.0], [0.0, 0.0, 0.0], [0.0, 0.0, 0.0], [0.0, 0.0, 0.0], [0.0, 0.0, 0.0], [0.0, 0.0, 0.0], [0.0, 0.0, 0.0], [0.0, 0.0, 0.0], [0.0, 0.0, 0.0], [0.0, 0.0, 0.0], [0.0, 0.0, 0.0], [0.0, 0.0, 0.0], [0.0, 0.0, 0.0], [0.0, 0.0, 0.0], [0.0, 0.0, 0.0], [0.0, 0.0, 0.0], [0.0, 0.0, 0.0], [0.0, 0.0, 0.0], [0.0, 0.0, 0.0], [0.0, 0.0, 0.0], [0.0, 0.0, 0.0], [0.0, 0.1, 0.0], [0.0, 0.0, 0.0], [0.0, 0.0, 0.0], [0.0, 0.0, 0.0], [0.0, 0.0, 0.0], [0.0, 0.0, 0.0], [0.0, 0.0, 0.0], [0.0, 0.0, 0.0], [0.0, 0.0, 0.0], [0.0, 0.0, 0.0], [0.0, 0.0, 0.0], [0.0, 0.0, 0.1], [0.0, -0.1, 0.0], [0.0, 0.0, 0.0], [0.0, 0.0, 0.0], [0.0, 0.0, 0.0], [0.0, 0.0, 0.0], [0.0, 0.0, 0.0], [0.0, 0.0, 0.0], [0.0, 0.0, 0.0], [0.0, 0.0, 0.1], [0.0, 0.1, -0.1], [0.0, 0.0, 0.0], [0.0, 0.1, 0.0], [0.0, -0.2, -0.1], [0.0, 0.0, 0.0], [0.0, 0.0, 0.0], [0.0, 0.0, 0.0], [0.0, 0.0, 0.0]],
  "mulliken_charge": [0.7989, -1.4034, 0.7936, 0.1729, -0.6472, -0.3201, -0.7969, 1.0589, -0.9036, -0.5890, -0.9295, 0.0232, -0.0685, 0.4585, -0.4522, -0.4541, 0.4707, -0.2498, 0.0796, -0.8983, -0.6222, -0.8766, 0.9566, -1.2502, 0.8182, -0.0373, -0.4534, -0.3062, -0.8237, -0.0162, 0.5038, 0.2897, 0.4750, 0.5377, 0.4574, 0.4210, 0.5213, 0.6486, 0.5173, 0.4194, 0.4501, 0.2871, 0.4909, 0.6125, 0.4992, 0.5872, -0.4678, 0.4121, -0.5070, -0.7219, -0.9693, 0.7318, -0.4946, -0.9693, 0.4380, -0.1216, -0.0586, 0.4285, 0.4404, 0.4800, 0.4232, 0.4368, 0.4639, 0.4398, 0.2782, -0.3681, 0.6671, -0.3600, -0.6528, 0.4966, -0.5163, 0.1940, 0.2353, 0.2104, 0.1800]
}